A molecular structure, H14Na4O8, computed with ωB97M-V/def2-TZVPD.

Frontier orbital gap   5.9 eV
E_LUMO   -8.22 eV
Energy relative to the best compared isomer or geometry (same formula, charge and spin)   0.0 kcal/mol
Total charge   +2
Highest occupied orbital energy   -14.079 eV
Energy   -1259.095748 Eh

Each line ends with the natural charge from an NBO analysis.
Positions of all 26 atoms, in Å:
1 Na -0.9857 -1.9949 -0.5415  0.9449
2 Na -3.8924 -0.0604 0.5554  0.9544
3 Na -2.0406 0.7343 -2.1467  0.9731
4 Na -1.9337 2.5824 0.6511  0.9817
5 O -3.3297 -2.7030 0.2053  -1.2571
6 H -2.5968 -2.3642 0.7554  0.3447
7 O -1.3729 0.2363 0.1514  -1.4071
8 H -0.4008 0.1453 0.1153  0.4521
9 O 0.5629 3.1065 0.0591  -0.9977
10 H 1.2715 3.6887 0.3333  0.5109
11 H 1.0024 2.2922 -0.1857  0.4915
12 O 2.9779 1.1808 -0.9049  -0.9627
13 H 2.4495 0.3922 -0.7820  0.4632
14 H 3.6758 0.9115 -1.5021  0.4906
15 O 1.4136 -1.2220 -1.0475  -1.0149
16 H 1.4021 -1.4671 -0.1222  0.5125
17 H 1.9086 -1.9211 -1.4747  0.5208
18 O -1.8901 0.6311 2.7401  -0.9992
19 H -1.4694 0.2099 1.9905  0.4874
20 H -1.3919 0.3254 3.4980  0.4980
21 O 0.7188 -2.0740 1.5144  -0.9965
22 H 0.9990 -1.3645 2.0926  0.4980
23 H 0.6635 -2.8408 2.0847  0.5237
24 O 0.4135 0.7091 -2.7392  -1.0064
25 H 1.2481 0.8615 -3.1824  0.5139
26 H 0.5969 0.0049 -2.1175  0.4803

=====

A molecular structure, H14O13SV, computed with ωB97M-V/def2-TZVPD.

Frontier orbital gap (alpha / beta)   4.0 / 4.4 eV
E_LUMO (alpha / beta)   3.98 / 3.70 eV
Total charge   -2
Highest occupied orbital energy (alpha / beta)   -0.063 / -0.688 eV
Energy   -2328.748306 Eh
Multiplicity   2

Each line ends with the natural charge from an NBO analysis.
Positions of all 29 atoms, in Å:
1 O -14.8380 -2.5716 -7.0258  -0.8438
2 V -14.1781 -4.1052 -7.0536  1.2845
3 O -14.2266 -4.5163 -8.6396  -0.7777
4 S -16.9033 -6.3834 -6.1850  2.6074
5 O -18.2302 -5.9859 -6.7387  -1.0851
6 O -16.9012 -6.3753 -4.7054  -1.1048
7 O -16.6138 -7.7276 -6.6839  -1.0986
8 O -15.9123 -5.3671 -6.6694  -1.0694
9 O -12.0249 -3.3286 -7.1479  -0.9295
10 H -11.2590 -3.8709 -7.3365  0.4731
11 H -11.6653 -2.4604 -6.9661  0.4604
12 O -12.9318 -5.9881 -6.6151  -0.9049
13 H -13.2003 -6.8967 -6.7514  0.5122
14 H -12.1292 -6.0501 -6.0972  0.4630
15 O -12.7100 -3.8731 -11.2752  -0.9860
16 H -12.9280 -3.5015 -10.4204  0.5015
17 H -13.1018 -4.7464 -11.2643  0.4799
18 O -13.4783 0.2744 -6.7738  -0.9480
19 H -13.7960 0.0008 -7.6343  0.4837
20 H -12.9107 -0.4417 -6.4887  0.4586
21 O -13.8168 -3.8304 -4.7654  -0.8905
22 H -13.9817 -4.5408 -4.1455  0.4953
23 H -13.0326 -3.3962 -4.4298  0.4666
24 O -18.1486 -3.5488 -7.4223  -1.0180
25 H -17.5057 -3.2864 -8.0811  0.4659
26 H -18.0444 -4.4976 -7.3499  0.4977
27 O -16.5910 -2.7989 -9.6759  -0.9334
28 H -16.4872 -2.6134 -10.6092  0.4495
29 H -15.9354 -2.2485 -9.2475  0.4905

=====

7 unconnected molecules or ions with the total composition H14O6S, computed with ωB97M-V/def2-TZVPD.

Frontier orbital gap   10.2 eV
E_LUMO   0.44 eV
Energy relative to the best compared isomer or geometry (same formula, charge and spin)   18.8 kcal/mol
SMILES   O.O.O.O.O.O.S
Total charge   0
Highest occupied orbital energy   -9.758 eV
Energy   -858.009001 Eh

Each line ends with the natural charge from an NBO analysis.
Positions of all 21 atoms, in Å:
1 O 0.3572 1.0609 2.4541  -0.9450
2 H -0.0193 1.7972 2.9463  0.4712
3 H 0.9037 0.6066 3.1066  0.4747
4 O 2.6050 -0.9228 1.1365  -0.9864
5 H 1.9488 -0.4555 0.5923  0.5019
6 H 3.2890 -0.2916 1.3752  0.4753
7 O 0.7251 0.3504 -0.5620  -0.9806
8 H 0.0614 0.1598 0.1208  0.5068
9 H 0.1780 0.6961 -1.2778  0.4815
10 O -2.3412 -0.3765 -0.0256  -0.9805
11 H -3.1180 -0.1572 0.4891  0.4763
12 H -1.8947 -1.1451 0.3495  0.4967
13 O -0.2700 -2.0188 0.8418  -0.9743
14 H -0.2181 -2.6799 0.1377  0.4809
15 H 0.6209 -2.1109 1.2119  0.5030
16 O -0.1752 -1.7284 -2.9458  -0.9380
17 H -1.0395 -2.0186 -3.2567  0.4656
18 H -0.4011 -1.1014 -2.2512  0.4709
19 S -0.9134 3.4315 -1.1426  -0.2935
20 H -0.5963 4.0328 -2.2861  0.1394
21 H 0.2978 2.8712 -1.0142  0.1541

=====

7 unconnected molecules or ions with the total composition H14O6S2, computed with ωB97M-V/def2-TZVPD.

Frontier orbital gap   9.7 eV
E_LUMO   0.11 eV
Energy relative to the best compared isomer or geometry (same formula, charge and spin)   27.3 kcal/mol
SMILES   SS.O.O.O.O.O.O
Total charge   0
Highest occupied orbital energy   -9.541 eV
Energy   -1256.181504 Eh

Each line ends with the natural charge from an NBO analysis.
Positions of all 22 atoms, in Å:
1 S 3.5806 0.8954 -1.0212  -0.1323
2 S 2.0564 1.8643 -0.0030  -0.1408
3 H 3.0310 -0.3378 -1.0081  0.1453
4 H 1.2687 2.1693 -1.0432  0.1273
5 O -1.4598 -4.1738 1.8733  -0.9374
6 H -1.6789 -3.5097 1.2050  0.4702
7 H -1.6932 -3.7279 2.6951  0.4682
8 O 0.8421 -2.5111 -0.0391  -0.9848
9 H 0.2951 -1.7916 -0.3789  0.5004
10 H 0.6578 -3.3675 -0.4266  0.4824
11 O 0.9813 4.4911 -1.1793  -0.9456
12 H 1.8296 4.6439 -0.7499  0.4781
13 H 1.1860 4.3587 -2.1129  0.4711
14 O -0.3358 0.1498 -0.5120  -0.9959
15 H -0.2653 1.1083 -0.5056  0.4644
16 H -0.2709 -0.0580 0.4490  0.4987
17 O -3.7222 1.1235 -1.1834  -0.9380
18 H -2.8608 1.3397 -0.8043  0.4700
19 H -3.5132 0.4090 -1.7944  0.4680
20 O -0.2275 -0.9024 1.9284  -0.9681
21 H 0.1731 -0.3726 2.6247  0.4863
22 H 0.1259 -1.8004 1.9864  0.5125

=====

7 unconnected molecules or ions with the total composition H14O7, computed with ωB97M-V/def2-TZVPD.

Frontier orbital gap   11.2 eV
E_LUMO   0.11 eV
Energy relative to the best compared isomer or geometry (same formula, charge and spin)   33.6 kcal/mol
SMILES   O.O.O.O.O.O.O
Total charge   0
Highest occupied orbital energy   -11.049 eV
Energy   -535.070370 Eh

Each line ends with the natural charge from an NBO analysis.
Positions of all 21 atoms, in Å:
1 O 2.8108 1.5945 -0.4559  -0.9811
2 H 2.2621 0.8402 -0.2536  0.4995
3 H 3.4035 1.1709 -1.1033  0.4767
4 O -1.3208 -2.0967 -0.0436  -0.9777
5 H -1.6634 -1.9686 0.8603  0.4970
6 H -2.1704 -2.2716 -0.5399  0.5034
7 O -0.9967 1.6006 1.4007  -0.9862
8 H -0.3273 2.2177 1.5978  0.4914
9 H -1.2651 1.7142 0.4961  0.4912
10 O -0.6245 -4.3263 -1.5336  -0.9529
11 H -0.6866 -3.6704 -0.8486  0.4800
12 H -1.3159 -4.9579 -1.3769  0.4618
13 O 0.7743 -0.2677 0.4823  -1.0173
14 H 0.3496 0.4282 0.9091  0.4965
15 H 0.2533 -1.0788 0.3127  0.4976
16 O -1.7262 0.8313 -1.3133  -0.9760
17 H -1.3245 0.0496 -0.9213  0.4953
18 H -1.1892 1.2886 -1.9460  0.4865
19 O 1.2516 3.1064 1.3475  -0.9563
20 H 1.8844 2.8773 0.7314  0.4985
21 H 1.6209 2.9187 2.1980  0.4724

=====

7 unconnected molecules or ions with the total composition H14O7, computed with ωB97M-V/def2-TZVPD.

Frontier orbital gap   11.0 eV
E_LUMO   0.06 eV
Energy relative to the best compared isomer or geometry (same formula, charge and spin)   72.9 kcal/mol
SMILES   O.O.O.O.O.O.O
Total charge   0
Highest occupied orbital energy   -10.962 eV
Energy   -535.007635 Eh

Each line ends with the natural charge from an NBO analysis.
Positions of all 21 atoms, in Å:
1 O 0.2049 -0.6201 0.8461  -0.9084
2 H 1.0528 -0.9915 0.7243  0.4657
3 H -0.3806 -1.3391 0.5478  0.4532
4 O -2.7732 1.3396 2.8124  -0.9203
5 H -2.3461 1.1661 3.6321  0.4692
6 H -2.0798 1.6906 2.2402  0.4515
7 O 0.2322 -0.5071 -1.8621  -0.9229
8 H -0.0101 -1.0816 -1.1345  0.4504
9 H -0.5100 -0.3212 -2.3223  0.4617
10 O 3.1116 -1.8865 -3.2803  -0.9260
11 H 3.6828 -1.2033 -3.6729  0.4676
12 H 3.3710 -1.8103 -2.2680  0.4586
13 O -1.4465 3.1872 0.0312  -0.9367
14 H -1.6621 2.8524 0.9081  0.4573
15 H -0.9586 4.0398 0.2563  0.4804
16 O 3.8954 -2.9744 1.7129  -0.9251
17 H 3.9671 -2.7755 0.7220  0.4595
18 H 3.5664 -3.8735 1.6404  0.4657
19 O -3.6999 1.3419 -0.5746  -0.9672
20 H -2.9273 1.8920 -0.8990  0.4934
21 H -4.2900 1.8747 -0.0601  0.4724

=====

7 unconnected molecules or ions with the total composition H14O7, computed with ωB97M-V/def2-TZVPD.

Frontier orbital gap   11.4 eV
E_LUMO   0.31 eV
Energy relative to the best compared isomer or geometry (same formula, charge and spin)   42.4 kcal/mol
SMILES   O.O.O.O.O.O.O
Total charge   0
Highest occupied orbital energy   -11.135 eV
Energy   -535.056237 Eh

Each line ends with the natural charge from an NBO analysis.
Positions of all 21 atoms, in Å:
1 O -0.0680 -1.6068 -1.1999  -0.9348
2 H -0.4958 -1.5132 -0.4212  0.4689
3 H 0.7959 -1.2720 -0.9679  0.4689
4 O 1.2336 -0.5132 1.5039  -0.9747
5 H 1.6308 -1.3584 1.1835  0.4998
6 H 0.2919 -0.7540 1.7202  0.5224
7 O 2.7943 -0.5820 -1.0847  -0.9746
8 H 3.2977 -0.0727 -1.7901  0.4953
9 H 2.6482 -0.0123 -0.3402  0.4811
10 O -3.4682 0.4187 -0.6440  -0.9162
11 H -2.9834 1.0996 -0.2944  0.4683
12 H -4.1871 0.3822 -0.0230  0.4523
13 O -0.7957 1.0201 -0.7654  -1.0081
14 H -0.4106 0.2933 -1.2888  0.4973
15 H 0.0331 1.4722 -0.4641  0.4959
16 O 1.6737 1.7742 0.2605  -1.0098
17 H 1.8050 2.3071 1.0497  0.4833
18 H 1.3943 0.8201 0.6079  0.4928
19 O -1.4903 -1.0260 1.0901  -0.9937
20 H -2.3933 -0.7689 1.1628  0.4877
21 H -1.3062 -0.1081 0.7050  0.4978

=====

7 unconnected molecules or ions with the total composition H14O7, computed with ωB97M-V/def2-TZVPD.

Frontier orbital gap   10.3 eV
E_LUMO   -0.44 eV
Energy relative to the best compared isomer or geometry (same formula, charge and spin)   39.5 kcal/mol
SMILES   O.O.O.O.O.O.O
Total charge   0
Highest occupied orbital energy   -10.740 eV
Energy   -535.060955 Eh

Each line ends with the natural charge from an NBO analysis.
Positions of all 21 atoms, in Å:
1 O -3.8448 -16.2226 8.1268  -0.9969
2 H -3.4084 -15.8981 7.3213  0.4981
3 H -4.1542 -17.1218 7.8997  0.5024
4 O -1.5967 -16.4729 6.1638  -0.9476
5 H -0.9174 -16.4601 5.4798  0.4805
6 H -2.0002 -17.3463 6.0953  0.4697
7 O -5.4203 -13.8689 7.4904  -0.9586
8 H -5.1292 -14.7687 7.7339  0.4765
9 H -6.3487 -13.8249 7.7460  0.4682
10 O -1.4420 -15.2408 9.9087  -0.9514
11 H -2.2759 -15.4943 9.4892  0.4832
12 H -1.0983 -14.5307 9.3568  0.4651
13 O -4.4445 -18.9358 7.2823  -0.9591
14 H -4.6542 -19.7814 7.6983  0.4928
15 H -4.5709 -19.0853 6.3377  0.4769
16 O -6.6097 -17.0208 4.9907  -0.9267
17 H -6.4584 -16.8278 5.9249  0.4719
18 H -6.3193 -17.9304 4.8707  0.4557
19 O -5.3123 -14.1469 10.8494  -0.9384
20 H -5.4460 -14.7779 11.5655  0.4640
21 H -5.0239 -14.6781 10.0954  0.4738

=====

7 unconnected molecules or ions with the total composition H14O7, computed with ωB97M-V/def2-TZVPD.

Frontier orbital gap   11.5 eV
E_LUMO   0.28 eV
Energy relative to the best compared isomer or geometry (same formula, charge and spin)   33.4 kcal/mol
SMILES   O.O.O.O.O.O.O
Total charge   0
Highest occupied orbital energy   -11.226 eV
Energy   -535.070623 Eh

Each line ends with the natural charge from an NBO analysis.
Positions of all 21 atoms, in Å:
1 O -12.6020 25.3679 -12.8395  -0.9574
2 H -13.3122 25.8383 -12.4112  0.4641
3 H -12.2422 26.0639 -13.3569  0.4796
4 O -8.6815 29.7891 -13.7197  -0.9976
5 H -9.0850 28.9585 -13.9678  0.4996
6 H -7.8646 29.9671 -14.1955  0.4896
7 O -14.2216 26.0632 -16.2527  -0.9322
8 H -13.3536 26.3632 -16.4610  0.4814
9 H -14.0449 25.4615 -15.5163  0.4899
10 O -12.2957 27.6468 -14.3514  -0.9889
11 H -13.2004 27.8713 -14.4610  0.5078
12 H -11.9925 28.3535 -13.7987  0.5101
13 O -9.8210 27.5847 -14.9257  -1.0012
14 H -10.7755 27.5074 -15.0050  0.5024
15 H -9.3446 26.8622 -15.3834  0.4879
16 O -15.2406 27.4068 -14.2646  -0.9926
17 H -15.9415 26.8305 -14.0068  0.4726
18 H -15.0000 27.0775 -15.1550  0.4862
19 O -10.8657 29.3385 -12.2284  -0.9667
20 H -10.4015 28.7340 -11.6637  0.4781
21 H -10.2885 29.5851 -12.9408  0.4875

=====

7 unconnected molecules or ions with the total composition H14O7, computed with ωB97M-V/def2-TZVPD.

Frontier orbital gap   10.3 eV
E_LUMO   -0.27 eV
Energy relative to the best compared isomer or geometry (same formula, charge and spin)   41.1 kcal/mol
SMILES   O.O.O.O.O.O.O
Total charge   0
Highest occupied orbital energy   -10.611 eV
Energy   -535.058345 Eh

Each line ends with the natural charge from an NBO analysis.
Positions of all 21 atoms, in Å:
1 O 3.3653 0.3895 -1.2251  -0.9615
2 H 3.2357 -0.1858 -1.9791  0.4802
3 H 4.3158 0.4653 -1.1417  0.4846
4 O -0.3819 -0.1302 -1.1062  -0.9515
5 H -0.2734 -0.1019 -0.1556  0.4984
6 H 0.4461 0.2030 -1.4522  0.4835
7 O 0.6609 -1.6021 2.9217  -0.9673
8 H 1.0781 -0.9215 2.3935  0.4829
9 H 1.2404 -1.7096 3.6759  0.4620
10 O 1.6935 0.3925 1.4776  -0.9639
11 H 2.2126 0.0595 0.7456  0.4983
12 H 1.4505 1.2804 1.2151  0.4868
13 O -2.2264 2.0903 -1.9707  -0.9431
14 H -1.6868 1.3389 -1.7250  0.4810
15 H -1.8000 2.8387 -1.5531  0.4550
16 O -1.9983 -2.0914 -1.2811  -0.9655
17 H -1.4410 -1.3331 -1.4560  0.4830
18 H -1.4759 -2.6441 -0.6999  0.4561
19 O -2.8711 0.7919 0.8028  -0.9371
20 H -2.3420 0.9665 1.5812  0.4598
21 H -3.2023 -0.0968 0.9322  0.4784